No. 1
C4H9NO in the gas phase, computed with ωB97M-V/def2-TZVPD.

Structure (ORCA input):
```
! RIJCOSX wB97M-V def2-TZVPD def2/J DEFGRID3
* xyz 0 1
O -2.0425 0.6086 -0.6154
C -1.7619 0.0924 0.6652
C -0.2705 -0.2535 0.8542
N 0.3595 -0.4792 -0.4412
C 1.0721 0.6705 -0.9773
C 1.8110 -0.4768 -0.4018
H -1.6063 0.0073 -1.2375
H -2.3705 -0.7989 0.8755
H -2.0521 0.8640 1.3837
H 0.2517 0.5408 1.4152
H -0.1753 -1.1755 1.4397
H 1.0320 0.7972 -2.0560
H 1.0232 1.5958 -0.4064
H 2.2748 -0.3442 0.5756
H 2.3115 -1.1823 -1.0609
*
```

The SMILES is OCCN1CC1. The HOMO-LUMO gap is 10.62 eV.


No. 2
A 2-piece molecular cluster, C4H9NO overall, computed with ωB97M-V/def2-TZVPD.

Structure (ORCA input):
```
! RIJCOSX wB97M-V def2-TZVPD def2/J DEFGRID3
* xyz 0 1
C -0.8139 0.8077 -1.1876
C 0.4923 0.4165 -0.5026
C 1.6944 1.1779 -0.6257
C -0.3792 -1.7157 -0.1150
N 0.5214 -0.8307 0.1905
H -1.6524 0.0805 -0.9893
H -1.1619 1.8033 -0.7769
H -0.6627 0.9720 -2.2694
H 2.5700 0.9201 0.0346
H 1.8328 1.7756 -1.5707
H -0.6497 -2.4413 0.6907
H -0.7624 -2.0583 -1.1482
H -0.5305 -0.2739 1.9850
H 0.2041 -0.3039 3.3529
O -0.7024 -0.3298 2.9317
*
```

The SMILES is C=NC(=C)C.O. The HOMO-LUMO gap is 8.30 eV.


Q: Look up the HOMO-LUMO gap of the first one.
A: 10.62 eV


Q: What is the formula in the second record?
A: C4H9NO